# 1
Entry from the Open Molecules 2025 dataset: a structure of composition BrCdH8O4 (ωB97M-V/def2-TZVPD).

HOMO-LUMO gap: 4.3 eV
HOMO level: -13.838 eV
Lowest unoccupied orbital energy: -9.5 eV
Charge: +1

```
14
BrCdH8O4 ωB97M-V/def2-TZVPD
Cd -2.501 -14.516 -3.458
Br -2.133 -12.937 -1.505
O -2.272 -9.822 -2.835
H -2.472 -10.672 -2.428
H -2.538 -9.897 -3.758
O 0.868 -11.337 -0.605
H 0.251 -11.811 -1.167
H 0.739 -10.405 -0.820
O -3.412 -12.908 1.669
H -3.008 -12.992 0.802
H -2.677 -12.855 2.291
O -4.590 -10.098 -0.700
H -4.194 -10.974 -0.663
H -3.911 -9.519 -1.071
```

Need the Löwdin charges? In units of e they are: Cd 1.256; Br 0.165; O -0.074; H -0.116; H 0.048; O -0.063; H -0.077; H 0.047; O -0.063; H -0.118; H 0.051; O -0.050; H -0.031; H 0.025

=====

# 2
Entry from the Open Molecules 2025 dataset: a cluster of 5 separate species, C2H12O5 in total (ωB97M-V/def2-TZVPD).

HOMO-LUMO gap (spin up / spin down): 3.0 / 7.5 eV
HOMO level (spin up / spin down): 0.715 / -3.933 eV
Lowest unoccupied orbital energy (spin up / spin down): 3.7 / 3.5 eV
Charge: -1
Multiplicity: 2

```
19
C2H12O5 ωB97M-V/def2-TZVPD
O 0.361 -1.696 1.782
C -0.448 -0.773 2.063
C -1.603 -0.495 1.097
H -0.410 -0.097 2.936
H -2.317 -1.327 1.169
H -1.058 -0.571 0.157
H -2.120 0.457 1.203
H 0.608 2.241 1.521
H 1.751 1.446 0.737
O 1.235 1.523 1.543
H 1.908 -1.536 -1.184
H 0.820 -1.174 0.010
O 1.095 -1.086 -0.935
H 0.784 1.384 -2.143
H 2.048 0.699 -1.712
O 1.736 1.512 -2.133
H -2.177 -0.380 -2.183
H -0.723 -0.357 -2.039
O -1.490 0.227 -1.887
```

Need the Löwdin charges? In units of e they are: O -0.204; C -0.534; C -0.156; H 0.042; H 0.052; H 0.004; H 0.047; H 0.030; H 0.018; O -0.054; H 0.030; H 0.005; O -0.125; H -0.001; H -0.005; O -0.089; H 0.033; H 0.007; O -0.098

=====

# 3
Entry from the Open Molecules 2025 dataset: a structure of composition C28H37BrN13O2S2TeTi (ωB97M-V/def2-TZVPD).

HOMO-LUMO gap (spin up / spin down): 6.8 / 6.8 eV
HOMO level (spin up / spin down): -12.122 / -12.175 eV
Lowest unoccupied orbital energy (spin up / spin down): -5.4 / -5.4 eV
Charge: +2
Multiplicity: 2

```
85
C28H37BrN13O2S2TeTi ωB97M-V/def2-TZVPD
Ti -0.139 1.158 0.133
N -0.481 -0.286 3.570
C -0.177 0.866 4.469
C -1.026 2.090 4.125
C -0.509 3.058 3.052
N -0.926 2.689 1.666
C 1.007 3.247 3.106
C 1.770 1.931 3.193
N 1.608 1.165 1.925
C 1.321 1.142 4.419
H -1.472 -0.556 3.469
H 0.035 -1.139 3.819
H -0.184 -0.088 2.610
H -0.449 0.531 5.469
H -1.094 2.670 5.048
H -2.053 1.786 3.900
H -0.970 4.023 3.276
H -0.822 3.531 1.102
H -1.933 2.526 1.658
H 1.261 3.859 3.973
H 1.327 3.814 2.226
H 2.832 2.151 3.333
H 2.032 0.238 2.015
H 2.225 1.594 1.234
H 1.584 1.735 5.297
H 1.879 0.205 4.505
N -3.705 0.630 0.127
C -3.246 1.169 -1.012
N -4.104 1.227 -2.019
C -3.685 1.866 -3.110
N -4.466 1.874 -4.181
N -2.511 2.542 -3.193
C -1.731 2.414 -2.159
N -1.975 1.670 -1.052
C -0.472 3.194 -2.149
C -0.172 4.084 -3.158
C 1.001 4.821 -3.075
C 1.832 4.629 -1.984
C 1.471 3.693 -1.030
N 0.338 2.992 -1.091
H -4.622 0.217 0.089
H -3.085 0.349 0.865
H -5.356 1.406 -4.151
H -4.185 2.377 -5.005
H -0.859 4.182 -3.986
H 1.267 5.527 -3.850
H 2.760 5.173 -1.882
H 2.131 3.481 -0.197
C 1.953 -6.781 -0.603
C 1.642 -5.856 0.510
N 1.193 -6.189 1.677
N 1.066 -5.003 2.344
C 1.411 -3.939 1.620
S 1.356 -2.306 2.029
N 1.790 -4.485 0.430
N 2.250 -3.730 -0.640
H 1.760 -7.799 -0.275
H 3.000 -6.695 -0.897
H 1.334 -6.567 -1.475
H 0.744 -4.995 3.295
H 1.788 -4.022 -1.494
H 3.253 -3.835 -0.727
Br -0.061 -3.554 -3.609
C -0.888 -3.683 -1.912
C -1.383 -4.906 -1.482
C -1.984 -4.993 -0.232
C -2.096 -3.869 0.568
C -1.586 -2.651 0.124
C -0.973 -2.552 -1.119
C -1.716 -1.480 1.023
O -2.377 -1.505 2.052
O -1.087 -0.360 0.686
H -1.312 -5.775 -2.122
H -2.377 -5.942 0.107
H -2.574 -3.923 1.536
H -0.553 -1.618 -1.465
Te 1.962 0.024 -1.128
C 2.437 1.186 -2.807
C 1.701 1.368 -3.944
C 2.385 2.136 -4.928
C 3.630 2.510 -4.523
S 3.965 1.958 -2.939
H 0.720 0.937 -4.092
H 1.982 2.370 -5.903
H 4.372 3.067 -5.072
```

Need the Löwdin charges? In units of e they are: Ti 0.685; N 0.183; C -0.253; C -0.068; C -0.314; N 0.015; C -0.093; C -0.326; N -0.019; C -0.083; H 0.137; H 0.084; H 0.053; H 0.161; H 0.141; H 0.132; H 0.151; H 0.095; H 0.096; H 0.140; H 0.119; H 0.155; H 0.013; H 0.012; H 0.143; H 0.132; N 0.207; C -0.405; N 0.193; C -0.408; N 0.211; N 0.201; C -0.271; N 0.082; C -0.204; C 0.024; C -0.002; C -0.023; C -0.142; N -0.024; H 0.132; H 0.061; H 0.127; H 0.126; H 0.126; H 0.130; H 0.126; H 0.109; C 0.015; C -0.325; N 0.145; N 0.043; C -0.743; S 0.665; N -0.087; N 0.127; H 0.097; H 0.095; H 0.079; H 0.158; H 0.048; H 0.117; Br 0.798; C -0.680; C -0.108; C -0.043; C -0.001; C -0.148; C -0.083; C -0.552; O 0.053; O -0.281; H 0.111; H 0.121; H 0.127; H 0.043; Te 0.986; C -1.016; C -0.255; C -0.188; C -0.406; S 0.936; H 0.102; H 0.109; H 0.074

=====

# 4
Entry from the Open Molecules 2025 dataset: a cluster of 2 separate species, C3H6N6O3 in total (ωB97M-V/def2-TZVPD).

HOMO-LUMO gap: 10.3 eV
HOMO level: -9.590 eV
Structure (SMILES): O=c1[nH]nn[nH]1.C=NOC(N)=O
Lowest unoccupied orbital energy: 0.8 eV

```
18
C3H6N6O3 ωB97M-V/def2-TZVPD
O 0.043 1.364 2.818
C 0.114 1.629 1.636
N 1.211 1.822 0.833
N 0.875 2.111 -0.458
N -0.390 2.106 -0.522
N -0.882 1.824 0.703
H 2.182 1.776 1.086
H -1.876 1.774 0.858
C -2.017 -2.646 -0.170
N -0.861 -2.248 0.172
O -0.323 -1.461 -0.844
C 0.944 -0.993 -0.528
N 1.371 -0.252 -1.580
O 1.544 -1.215 0.486
H -2.481 -2.387 -1.126
H -2.544 -3.276 0.547
H 2.290 0.174 -1.518
H 0.800 -0.102 -2.394
```

Need the Löwdin charges? In units of e they are: O 0.060; C -0.537; N 0.102; N -0.007; N 0.002; N 0.099; H 0.158; H 0.157; C -0.004; N 0.022; O -0.061; C -0.629; N 0.160; O 0.087; H 0.086; H 0.078; H 0.116; H 0.110

=====

# 5
Entry from the Open Molecules 2025 dataset: a cluster of 2 separate species, C20H26F6NO in total (ωB97M-V/def2-TZVPD).

HOMO-LUMO gap (spin up / spin down): 10.2 / 7.4 eV
HOMO level (spin up / spin down): -10.281 / -9.981 eV
Lowest unoccupied orbital energy (spin up / spin down): -0.1 / -2.6 eV
Multiplicity: 2

```
54
C20H26F6NO ωB97M-V/def2-TZVPD
H 0.361 2.226 -1.034
C 0.588 3.257 -1.342
C -0.688 3.980 -1.808
C -0.387 5.434 -2.217
C 0.304 6.229 -1.081
C 1.575 5.479 -0.605
C 1.273 4.025 -0.198
C 0.630 7.658 -1.519
H 1.284 3.167 -2.186
H -1.155 3.435 -2.642
H -1.426 3.974 -0.996
H 0.267 5.437 -3.096
H -1.307 5.947 -2.529
H -0.396 6.273 -0.230
H 2.310 5.485 -1.418
H 2.044 6.025 0.224
H 0.620 4.020 0.684
H 2.195 3.513 0.109
H 1.323 7.655 -2.362
H -0.266 8.196 -1.835
H 1.099 8.228 -0.714
C -4.082 -2.190 0.378
C -3.261 -3.421 0.797
C -3.615 -3.817 2.238
C -3.571 -4.597 -0.141
N -1.892 -3.093 0.714
C -0.945 -3.990 1.028
O -1.217 -5.122 1.402
C 0.468 -3.585 0.914
C 1.472 -4.491 1.221
C 2.798 -4.135 1.117
C 3.136 -2.863 0.706
C 2.150 -1.952 0.394
C 0.825 -2.310 0.497
C 2.526 -0.554 -0.040
F 1.572 -0.090 -0.868
F 2.606 0.229 1.052
F 3.716 -0.594 -0.669
C 3.885 -5.122 1.472
F 4.981 -4.851 0.737
F 4.166 -4.999 2.783
F 3.445 -6.367 1.211
H -3.835 -1.891 -0.639
H -5.151 -2.388 0.423
H -3.865 -1.344 1.027
H -3.024 -4.679 2.541
H -3.392 -3.006 2.927
H -4.671 -4.068 2.330
H -2.979 -5.465 0.145
H -4.625 -4.867 -0.101
H -3.317 -4.349 -1.169
H 1.209 -5.490 1.529
H 4.174 -2.589 0.607
H 0.066 -1.595 0.231
```

Need the Löwdin charges? In units of e they are: H 0.092; C -0.211; C -0.203; C -0.182; C -0.387; C -0.180; C -0.202; C -0.086; H 0.113; H 0.106; H 0.110; H 0.116; H 0.111; H 0.139; H 0.116; H 0.111; H 0.111; H 0.104; H 0.077; H 0.073; H 0.074; C -0.046; C -0.623; C -0.023; C -0.023; N 0.239; C -0.420; O 0.099; C -0.101; C 0.067; C -0.089; C 0.063; C -0.092; C 0.059; C -0.567; F 0.139; F 0.153; F 0.145; C -0.568; F 0.143; F 0.155; F 0.146; H 0.080; H 0.082; H 0.080; H 0.075; H 0.087; H 0.091; H 0.076; H 0.091; H 0.087; H 0.134; H 0.138; H 0.124

=====

# 6
Entry from the Open Molecules 2025 dataset: an isolated molecule of C11H13NO (ωB97M-V/def2-TZVPD).

HOMO-LUMO gap: 8.9 eV
HOMO level: -8.059 eV
Structure (SMILES): CC(=O)Nc1ccc2c(c1)CCC2
Lowest unoccupied orbital energy: 0.8 eV

```
26
C11H13NO ωB97M-V/def2-TZVPD
C -4.736 -0.028 -0.048
C -3.303 -0.433 -0.002
O -3.035 -1.612 0.097
N -2.352 0.594 0.061
C -0.910 0.572 -0.059
C -0.249 1.850 0.081
C 1.098 1.896 -0.091
C 1.832 0.679 -0.171
C 1.163 -0.566 -0.256
C -0.220 -0.613 -0.099
C 2.116 -1.716 -0.187
C 3.424 -1.036 0.315
C 3.348 0.419 -0.023
H -5.290 -0.887 -0.545
H -4.893 0.892 -0.728
H -5.072 0.051 0.985
H -2.748 1.573 0.259
H -0.855 2.788 0.121
H 1.613 2.861 0.044
H -0.801 -1.587 -0.103
H 1.854 -2.509 0.469
H 2.295 -2.161 -1.239
H 3.532 -1.206 1.370
H 4.348 -1.479 -0.080
H 3.948 0.728 -0.981
H 3.892 0.932 0.809
```

Need the Löwdin charges? In units of e they are: C -0.026; C -0.540; O 0.048; N 0.095; C -0.206; C -0.045; C -0.051; C -0.148; C -0.182; C 0.022; C -0.122; C -0.216; C -0.158; H 0.105; H 0.105; H 0.083; H 0.164; H 0.116; H 0.116; H 0.134; H 0.097; H 0.143; H 0.100; H 0.109; H 0.140; H 0.115

=====

We obtain energy relative to the best compared isomer or geometry (same formula, charge and spin) values of 16.5; 18.3; 0.0; 0.0; 0.0; 2.1 kcal/mol for the records listed above, in that order.
We obtain largest force on an atom values of 0.033; 0.055; 0.014; 0.025; 0.039; 0.053 Eh/bohr for the records listed above, in that order.